# 1
Below is C38H48AsBrN5O4RhS3Si3 as an isolated structure, with properties calculated with the ωB97M-V functional and the def2-TZVPD basis.

The geometry in XYZ format:
```
104
Properties=species:S:1:pos:R:3:forces:R:3
Rh -0.392932 -0.641320 1.135929 -0.3436 -0.1177 -0.1143
N -0.107440 -2.436171 0.050683 0.0894 0.2816 -0.0554
N 1.276717 -2.747501 -0.030535 0.0342 -0.0859 0.1045
C 2.179418 -1.632751 -0.097650 0.1426 0.1319 0.1049
O 3.279659 -1.889052 -0.589723 -0.2435 0.1362 0.1877
O 1.761251 -0.552192 0.420584 0.0118 -0.0123 -0.4137
H -0.603916 -3.253318 0.382633 -0.0243 -0.0190 0.1774
H -0.447625 -2.188432 -0.876218 -0.0731 -0.0720 -0.0635
H 1.497746 -3.423914 -0.748583 -0.0145 -0.0035 -0.1254
Br 1.249445 6.219617 -5.738640 0.0474 -0.0041 -0.0304
C -0.234452 5.887064 -4.614794 -0.0132 -0.0185 0.0717
C -1.498690 5.758844 -5.175469 -0.0979 -0.0238 -0.0037
C -2.578959 5.489782 -4.356080 -0.0329 -0.0161 -0.1450
C -2.408015 5.333102 -2.974051 -0.0949 0.1056 0.1104
C -1.126524 5.499173 -2.424478 0.0841 0.0061 0.0210
C -0.042759 5.770672 -3.246172 -0.1155 -0.0271 0.0866
N -3.529155 4.979409 -2.237296 0.0968 -0.3881 -0.0249
N -3.433988 4.869869 -0.959004 0.4168 0.2192 0.2761
C -2.825542 3.862706 -0.235731 -0.2347 -0.2798 -0.5741
C -2.453319 4.138462 1.065727 0.1308 0.0467 0.2952
C -1.715251 3.247661 1.856598 -0.1799 0.4302 0.0237
C -1.366808 2.002456 1.366079 0.0519 -0.4194 -0.3790
O -0.671204 1.138140 2.042695 -0.0578 0.0463 0.0030
C -1.835864 1.657392 0.048905 -0.0044 -0.1766 0.2550
N -1.764123 0.284643 -0.273712 0.5119 0.3743 0.0193
C -2.030757 -0.093678 -1.467848 -0.3134 -0.1347 0.1549
C -2.138967 0.882167 -2.588541 -0.1304 0.2826 0.0564
C -2.819605 2.121241 -2.080121 0.0279 -0.0863 -0.0690
C -2.513580 2.558396 -0.778718 -0.0093 0.1988 -0.2288
H -1.630260 5.868522 -6.244158 -0.0104 0.0005 0.0387
H -3.577642 5.393012 -4.766597 0.0644 -0.0183 0.0139
H -0.985587 5.408404 -1.355226 0.0126 -0.0005 -0.0332
H 0.947820 5.888969 -2.825398 -0.0482 -0.0237 -0.0098
H -2.713641 5.115905 1.455693 0.0344 -0.0329 0.0006
H -1.408567 3.521935 2.857818 -0.0250 0.0009 -0.0332
H -2.173767 -1.155752 -1.645963 0.2549 0.0874 -0.0562
H -2.661966 0.464772 -3.442931 -0.0587 0.0042 0.0868
H -3.457060 2.693401 -2.738288 0.0556 0.0238 0.0307
C -2.149279 -2.386025 4.192690 -0.1038 -0.2070 -0.0033
Si -1.025445 -0.979105 4.688671 0.0338 -0.2277 0.0874
C -0.551842 -1.142351 6.484615 0.1734 0.0322 0.2247
C -2.018002 0.576869 4.540534 -0.0516 0.3925 -0.1703
As 0.769030 -1.201136 3.154461 -0.1249 0.0152 0.2040
Si 2.475934 0.444777 3.408327 0.0978 -0.2138 0.1517
C 2.515546 0.758651 5.244546 -0.0075 0.1040 0.2793
C 2.191607 2.009766 2.477734 -0.3121 0.1782 -0.2978
C 4.090357 -0.266338 2.840945 0.2085 -0.2277 -0.1117
Si 1.620538 -3.383776 3.499685 0.0396 0.1745 0.0575
C 0.531933 -4.641113 2.679482 -0.3588 -0.1202 -0.1663
C 1.631411 -3.708910 5.330629 0.0122 -0.0243 0.3117
C 3.336289 -3.556938 2.839067 0.2541 0.0798 -0.2740
H -3.135007 -2.273200 4.656808 0.0828 -0.0246 -0.0226
H -1.746967 -3.362134 4.476796 -0.0454 0.0428 -0.0038
H -2.279337 -2.372886 3.107511 -0.0682 -0.0387 -0.0013
H -1.431156 -0.906374 7.095532 0.0955 -0.0317 -0.0397
H 0.242952 -0.439160 6.753206 -0.1014 -0.0634 0.0204
H -0.215701 -2.145789 6.745706 -0.0054 0.0391 0.0138
H -2.787958 0.534794 5.318687 0.0332 0.0228 -0.0162
H -2.504140 0.658751 3.565392 0.0418 0.0011 0.1561
H -1.418463 1.480176 4.687195 -0.0922 -0.0900 -0.0028
H 1.591424 1.247593 5.570972 0.0909 -0.0275 0.0198
H 3.358448 1.402990 5.520488 -0.0921 -0.0549 -0.0256
H 2.612296 -0.183871 5.791969 0.0199 0.0751 0.0224
H 1.352356 2.586719 2.863473 0.0040 0.0267 -0.0114
H 1.999295 1.778182 1.426710 0.0556 0.0583 0.0666
H 3.107097 2.607705 2.545487 -0.0591 -0.0341 0.0187
H 4.569334 -0.879662 3.607501 -0.0043 0.0350 -0.0532
H 4.763287 0.562626 2.598244 -0.0242 -0.0642 0.0283
H 3.957908 -0.861711 1.933941 0.1106 0.0924 0.0316
H -0.513247 -4.558086 2.988761 0.0666 -0.0421 -0.0314
H 0.889592 -5.642120 2.944723 -0.0443 0.0606 -0.0465
H 0.595709 -4.527483 1.595751 0.0434 -0.1190 0.0670
H 0.632200 -3.963935 5.692708 0.0583 0.0116 0.0249
H 1.981828 -2.836428 5.888411 0.0124 -0.0894 0.0193
H 2.298776 -4.548104 5.555424 -0.0683 0.0503 -0.0101
H 3.402624 -3.239588 1.792721 0.0549 -0.0697 0.1107
H 3.623845 -4.612238 2.898078 -0.0042 0.0501 -0.0041
H 4.051689 -2.973984 3.419326 0.0072 -0.0786 -0.0306
O 0.444792 -0.909690 -2.347097 -0.0505 0.1265 -0.3093
C 0.144318 -1.270626 -3.718084 -0.0031 0.2168 -0.0670
C -1.209782 -1.795797 -4.064312 0.1315 -0.0872 0.0459
C -1.824298 -2.919736 -3.598420 -0.1141 -0.1238 0.0496
C -3.051047 -3.200571 -4.267204 0.0932 0.0119 0.0856
C -3.319713 -2.291661 -5.245996 -0.0247 -0.0289 -0.0153
S -2.102702 -1.099070 -5.352088 0.0465 -0.0448 -0.2071
C 1.280011 -2.005810 -4.339995 -0.0674 -0.0094 0.0641
C 2.502430 -2.229338 -3.779933 0.1451 -0.0664 0.0510
C 3.365605 -2.961122 -4.648038 -0.0365 0.0877 0.0947
C 2.774688 -3.268422 -5.833595 0.0358 -0.0412 -0.0164
S 1.168887 -2.688603 -5.912350 -0.0871 0.0370 -0.0970
C 0.342354 0.145890 -3.279662 0.0018 -0.1898 -0.0834
C -0.669802 1.255604 -2.991992 -0.0382 -0.1801 0.0539
C -0.506572 2.218286 -4.129380 -0.0872 0.0437 -0.0340
C 0.725518 2.211747 -4.625544 0.1108 0.0748 -0.0935
S 1.815205 1.021435 -3.916362 -0.0658 -0.0648 0.1396
H -1.406124 -3.541032 -2.812507 -0.0262 0.0437 -0.1019
H -3.688045 -4.045286 -4.039207 0.0417 0.0788 -0.0138
H -4.164160 -2.263787 -5.919386 0.0594 -0.0110 0.0778
H 2.778401 -1.905221 -2.779864 0.0004 -0.0167 -0.1117
H 4.379735 -3.235522 -4.389998 -0.0713 -0.0005 -0.0153
H 3.189686 -3.813901 -6.668139 -0.0121 0.0452 0.0576
H -0.254833 1.738152 -2.092469 0.0415 -0.0083 0.0157
H -1.293025 2.893012 -4.445470 0.0720 0.0106 0.0230
H 1.117605 2.862302 -5.397280 -0.0667 -0.0131 0.0553
```
Forces are in eV/Å.

Calculated values
* highest occupied orbital energy (spin up / spin down): -6.60 / -7.83 eV
* 2S+1: 5



# 2
Below is C38H48BN7O2PdS2Se as an isolated structure, with properties calculated with the ωB97M-V functional and the def2-TZVPD basis.

The geometry in XYZ format:
```
100
Properties=species:S:1:pos:R:3:forces:R:3
Pd -0.253368 -2.235361 -0.493425 -0.3810 0.0950 -0.0268
C -0.165479 0.455988 -3.801908 0.0118 0.0137 -0.0065
N -1.540343 0.564959 -3.328191 0.0053 -0.0754 0.0124
C -2.613337 0.899049 -4.113149 0.0071 0.0138 0.0089
C -3.703399 0.859282 -3.311274 -0.0100 -0.0486 -0.0287
N -3.313156 0.485049 -2.047429 0.0356 -0.1023 -0.0277
B -4.491191 0.202605 -0.994169 0.0281 0.0259 -0.0026
N -4.110838 -0.878728 1.336161 0.0634 -0.0092 0.0107
C -4.423265 -0.899049 2.775362 -0.0322 0.0354 0.0359
C -3.761592 -1.910991 3.325559 0.0655 -0.0043 -0.0033
N -2.912651 -2.535799 2.445989 -0.1894 -0.0218 -0.0753
C -2.532120 -3.927585 2.548427 0.0727 0.0425 0.0349
C -2.787959 -1.712852 1.256714 0.0343 0.0521 0.0960
S -2.621647 -2.590471 -0.295539 -0.1529 -0.0021 0.0256
C -1.991360 0.316041 -2.081943 0.0257 0.1660 0.0645
S -0.830299 0.008035 -0.712866 0.0930 -0.2012 -0.1226
H -0.184281 0.521471 -4.886968 -0.0077 -0.0106 -0.0021
H 0.250208 -0.506321 -3.505044 0.0025 0.0038 0.0164
H 0.445726 1.243389 -3.373575 0.0012 0.0121 -0.0138
H -2.502391 1.136746 -5.155807 -0.0070 -0.0006 0.0009
H -4.736485 1.059870 -3.526199 0.0030 -0.0009 -0.0044
H -4.825551 -0.951918 -1.127496 -0.0624 0.0015 -0.0081
H -5.368639 0.942080 -1.357927 0.0234 0.0636 0.0189
H -5.078375 -0.161624 3.197368 -0.0028 -0.0045 -0.0081
H -3.822561 -2.234926 4.354043 -0.0088 -0.0192 -0.0081
H -1.869454 -4.080161 3.402963 -0.0096 -0.0007 0.0090
H -2.001237 -4.201587 1.641070 0.0137 -0.0014 0.0064
H -3.405337 -4.578100 2.645251 0.0063 -0.0068 -0.0075
C 1.061795 7.199486 -0.726743 0.0011 0.0019 -0.0066
C 0.121793 6.447650 0.179394 -0.0132 0.0067 0.0023
C -0.327141 7.048291 1.350178 0.0174 -0.0016 0.0014
C -1.187558 6.376343 2.205064 -0.0014 0.0011 0.0043
C -1.597427 5.090996 1.905015 -0.0279 -0.0002 -0.0254
C -1.171609 4.480535 0.726195 0.0273 0.0002 0.0323
N -1.542061 3.165147 0.411843 0.0116 0.0153 -0.0204
C -2.764744 2.560006 0.673787 -0.0630 0.0589 0.0674
C -3.945507 3.304491 0.849242 0.0567 -0.0016 -0.0332
C -5.156929 2.648318 1.176117 -0.0181 -0.0323 0.0252
C -5.271444 1.300002 1.154593 -0.0285 -0.0003 0.0077
C -4.140860 0.492998 0.623356 0.0056 -0.0196 0.0228
C -2.819550 1.176590 0.742567 -0.0032 -0.0218 -0.0328
C -1.672501 0.304481 0.689067 -0.0486 -0.0330 -0.0184
O 0.199818 1.044468 -1.039052 0.0362 0.0589 0.0163
O -1.752491 -0.817285 1.546669 0.0426 -0.0073 -0.0260
C -0.315713 5.161153 -0.152747 -0.0002 -0.0205 0.0154
C 0.118081 4.490713 -1.429132 0.0061 0.0005 0.0122
H 1.404180 8.115832 -0.247680 -0.0073 0.0033 -0.0015
H 0.575971 7.476179 -1.665775 0.0040 -0.0062 -0.0035
H 1.939071 6.602474 -0.981804 0.0045 0.0035 0.0072
H 0.009396 8.048448 1.596361 -0.0017 -0.0015 -0.0009
H -1.520260 6.848021 3.121216 -0.0003 -0.0007 -0.0002
H -2.236094 4.540885 2.583347 -0.0009 0.0014 0.0021
H -0.800506 2.548517 0.105843 -0.0099 0.0087 -0.0465
H -3.917911 4.383217 0.804793 0.0188 0.0028 -0.0014
H -6.019934 3.254783 1.423391 -0.0100 -0.0154 -0.0032
H -6.224057 0.816890 1.343761 -0.0035 0.0108 -0.0150
H -4.804836 -1.433396 0.825688 0.0026 0.0080 -0.0130
H -0.673740 3.842596 -1.806350 -0.0057 0.0083 -0.0043
H 0.992871 3.851008 -1.275849 -0.0027 -0.0050 -0.0031
H 0.367241 5.219949 -2.198279 0.0090 -0.0019 0.0028
C 2.163210 -2.624413 4.174373 -0.0007 -0.0026 -0.0039
C 3.261508 -2.063468 3.278408 0.0170 0.0089 -0.0053
C 2.899596 -0.708217 2.672781 0.0027 -0.0029 0.0102
C 1.846180 -0.797995 1.575448 0.0212 -0.0085 0.0385
N 2.382217 -1.411274 0.358485 -0.0272 -0.0381 -0.0461
C 2.028673 -2.625783 -0.170144 0.3590 0.0423 0.1616
Se 1.067638 -3.989740 0.685090 0.0937 -0.1381 -0.0618
N 2.689362 -2.751454 -1.362783 -0.0294 0.0864 0.0078
C 2.616214 -3.887719 -2.270009 0.0152 -0.0342 0.0108
C 3.934402 -4.653692 -2.330173 0.0114 -0.0169 -0.0100
C 4.278679 -5.373037 -1.026486 0.0087 0.0075 0.0017
C 3.467581 -6.646608 -0.818728 -0.0084 0.0055 0.0055
C 3.397262 -1.590590 -1.622560 -0.0573 0.0138 0.0013
C 4.136948 -1.191735 -2.727071 0.0230 0.0168 -0.0288
C 4.672978 0.085737 -2.696494 -0.0092 -0.0344 -0.0270
C 4.462972 0.939360 -1.609749 -0.0162 0.0134 0.0381
C 3.714065 0.544540 -0.514422 0.0155 0.0332 -0.0015
C 3.195980 -0.741946 -0.536749 -0.0361 0.0012 -0.0249
H 2.435570 -3.607953 4.559064 -0.0011 0.0019 0.0040
H 1.223292 -2.736932 3.631912 0.0008 -0.0092 -0.0017
H 1.986730 -1.965482 5.027507 -0.0022 0.0022 -0.0043
H 3.482694 -2.773638 2.474768 -0.0072 -0.0022 -0.0021
H 4.183345 -1.958471 3.855456 -0.0003 -0.0024 0.0004
H 3.794348 -0.222413 2.273808 -0.0017 -0.0087 -0.0047
H 2.511067 -0.048477 3.453854 -0.0115 0.0002 -0.0035
H 1.461280 0.184060 1.292771 0.0209 0.0097 -0.0015
H 0.990450 -1.394970 1.887615 -0.0098 -0.0033 -0.0060
H 2.335277 -3.506550 -3.254673 0.0211 0.0003 -0.0060
H 1.806280 -4.521663 -1.913428 -0.0145 0.0075 -0.0089
H 4.736780 -3.963695 -2.602198 -0.0037 0.0089 0.0147
H 3.861994 -5.381648 -3.143697 0.0008 0.0030 -0.0042
H 4.122827 -4.692311 -0.183641 -0.0047 0.0061 -0.0040
H 5.343760 -5.614994 -1.027863 -0.0016 -0.0088 0.0033
H 2.395556 -6.449991 -0.865862 0.0024 0.0056 0.0139
H 3.669956 -7.085842 0.158466 0.0097 -0.0087 -0.0080
H 3.713118 -7.390200 -1.580073 -0.0079 0.0041 -0.0060
H 4.283621 -1.842769 -3.578001 0.0066 0.0018 0.0026
H 5.259820 0.434214 -3.535795 -0.0008 -0.0069 -0.0026
H 4.886195 1.934517 -1.631568 -0.0059 0.0014 0.0077
H 3.523608 1.214367 0.312291 0.0018 0.0065 -0.0084
```
Forces are in eV/Å.

Calculated values
* highest occupied orbital energy (spin up / spin down): -5.80 / -6.60 eV
* 2S+1: 3



How do the records compare in ΔE to the lowest compared entry with this formula, charge and spin? In the order shown, they have 210.6; 704.7 kJ/mol.